(1)
Computed, not measured: a molecular structure, C23H27Cl2FeN2O3P in a non-equilibrium geometry, with ωB97M-V/def2-TZVPD.

Calculated values
**HOMO-LUMO gap (alpha / beta)**: 6.8 / 7.2 eV
**2S+1**: 2
**Total charge**: +1
**Expectation value of S²**: 0.93
**DFT total energy**: -3753.03077 a.u.

Cartesian coordinates (Å):
1 Fe 0.597 0.761 1.370
2 Cl 0.078 4.992 -0.792
3 C -1.050 4.161 0.203
4 C -2.306 4.746 0.485
5 C -3.225 4.104 1.264
6 Cl -4.749 4.845 1.587
7 C -2.940 2.823 1.809
8 C -3.799 2.047 2.610
9 C -3.377 0.827 3.072
10 C -2.104 0.357 2.726
11 N -1.284 1.051 1.959
12 C -1.683 2.278 1.515
13 C -0.734 2.936 0.722
14 O 0.415 2.278 0.507
15 H -2.534 5.718 0.071
16 H -4.783 2.424 2.855
17 H -4.009 0.218 3.703
18 H -1.747 -0.590 3.108
19 C -1.663 -0.008 -1.284
20 C -0.258 -0.162 -1.888
21 C 0.173 1.165 -2.527
22 C -0.317 -1.260 -2.952
23 P 0.872 -0.610 -0.470
24 C 0.392 -2.280 0.038
25 C -0.282 -2.436 1.246
26 C -0.694 -3.687 1.681
27 C -0.429 -4.803 0.904
28 C 0.254 -4.664 -0.297
29 C 0.665 -3.414 -0.729
30 C 2.680 -0.609 -0.919
31 C 3.178 0.846 -0.800
32 C 2.993 -1.115 -2.326
33 C 3.406 -1.479 0.120
34 H -2.361 0.235 -2.088
35 H -1.706 0.798 -0.555
36 H -2.006 -0.930 -0.810
37 H -0.617 1.491 -3.207
38 H 1.083 1.052 -3.117
39 H 0.326 1.952 -1.791
40 H -0.993 -0.916 -3.739
41 H -0.720 -2.191 -2.556
42 H 0.648 -1.459 -3.412
43 H -0.488 -1.570 1.858
44 H -1.216 -3.793 2.624
45 H -0.749 -5.782 1.235
46 H 0.470 -5.536 -0.901
47 H 1.198 -3.330 -1.666
48 H 2.662 1.519 -1.484
49 H 4.241 0.868 -1.048
50 H 3.077 1.235 0.211
51 H 2.571 -0.475 -3.099
52 H 2.665 -2.140 -2.498
53 H 4.078 -1.100 -2.444
54 H 3.175 -1.189 1.142
55 H 4.482 -1.352 -0.021
56 H 3.171 -2.537 -0.002
57 O 1.034 1.941 3.164
58 N 2.082 1.334 3.274
59 O 2.155 0.412 2.358

Forces on atoms 1 to 2 (eV/Å):
Fe -0.22 0.33 1.12
Cl -0.05 -0.03 0.04

(2)
Computed, not measured: a molecular structure, C25H20AsBrF6N3O3W, with ωB97M-V/def2-TZVPD.

Calculated values
**HOMO-LUMO gap (alpha / beta)**: 6.0 / 4.3 eV
**2S+1**: 4
**Total charge**: +2
**Expectation value of S²**: 3.82
**DFT total energy**: -6830.30801 a.u.

Cartesian coordinates (Å):
1 W 0.875 0.754 -1.747
2 Br -8.837 0.985 7.242
3 C -7.614 1.027 5.868
4 C -7.304 -0.164 5.170
5 C -6.397 -0.139 4.160
6 C -5.766 1.094 3.801
7 C -6.094 2.297 4.504
8 C -6.995 2.249 5.522
9 N -4.921 1.094 2.778
10 N -4.123 2.035 2.421
11 C -3.092 2.033 1.623
12 C -2.375 3.271 1.502
13 C -1.263 3.403 0.703
14 C -0.828 2.295 -0.005
15 O 0.225 2.270 -0.830
16 C -1.524 1.060 0.054
17 N -1.008 0.099 -0.744
18 C -1.601 -1.088 -0.798
19 C -2.745 -1.356 -0.051
20 C -3.278 -0.379 0.767
21 C -2.661 0.874 0.841
22 H -7.796 -1.085 5.450
23 H -6.150 -1.036 3.609
24 H -5.616 3.222 4.218
25 H -7.247 3.144 6.074
26 H -2.740 4.118 2.065
27 H -0.741 4.346 0.623
28 H -1.162 -1.828 -1.453
29 H -3.207 -2.329 -0.129
30 H -4.174 -0.583 1.335
31 F 0.887 -0.995 -2.311
32 As 2.693 -0.504 -5.406
33 F 2.807 -0.707 -7.095
34 F 1.110 -1.170 -5.242
35 F 2.134 1.122 -5.448
36 F -0.221 1.029 -3.209
37 F 2.283 1.570 -2.549
38 C 6.962 -1.718 -3.511
39 C 5.819 -1.563 -2.552
40 C 5.684 -0.401 -1.793
41 C 4.641 -0.226 -0.900
42 C 4.647 0.984 -0.002
43 C 3.700 -1.267 -0.778
44 C 3.836 -2.477 -1.485
45 C 2.889 -3.633 -1.319
46 C 4.896 -2.586 -2.375
47 C 2.501 -1.129 0.049
48 O 1.935 -1.826 0.802
49 O 1.778 0.160 -0.285
50 H 7.296 -0.754 -3.891
51 H 6.692 -2.356 -4.351
52 H 7.812 -2.185 -3.008
53 H 6.429 0.380 -1.885
54 H 5.346 1.729 -0.376
55 H 4.978 0.695 0.998
56 H 3.675 1.459 0.106
57 H 1.844 -3.324 -1.360
58 H 3.042 -4.119 -0.355
59 H 3.056 -4.368 -2.102
60 H 5.007 -3.503 -2.942

Forces on atoms 1 to 2 (eV/Å):
W 0.07 0.02 0.46
Br 0.05 0.00 -0.06

(3)
Computed, not measured: a single C4H5N3O molecule in a non-equilibrium geometry, with ωB97M-V/def2-TZVPD.

Calculated values
**HOMO-LUMO gap (alpha / beta)**: 6.1 / 8.6 eV
**2S+1**: 3
**Energy relative to the best compared isomer or geometry (same formula, charge and spin)**: 75.5 kcal per mole
**Expectation value of S²**: 2.02
**DFT total energy**: -394.65637 a.u.

Cartesian coordinates (Å):
1 C 0.379 -1.801 -0.501
2 C 0.901 -0.870 0.287
3 C -1.482 -1.263 -2.045
4 C 0.718 1.193 1.478
5 N -0.226 -1.619 -1.696
6 N 1.348 0.220 0.616
7 N -0.600 -0.206 -2.380
8 O -2.609 -1.651 -2.186
9 H 0.380 -2.806 -0.347
10 H 0.166 0.777 2.272
11 H 0.006 1.685 0.894
12 H 1.488 1.905 1.843
13 H -0.201 -0.348 -3.311

Forces on atoms 1 to 2 (eV/Å):
C -0.01 1.96 -0.52
C 1.23 -1.49 1.86

(4)
Computed, not measured: 5 unconnected molecules or ions with the total composition C29H38BN4O4 in a non-equilibrium geometry, with ωB97M-V/def2-TZVPD.

Calculated values
**HOMO-LUMO gap**: 7.3 eV
**2S+1**: 1
**Total charge**: -1
**DFT total energy**: -1672.74389 a.u.

Cartesian coordinates (Å):
1 C 0.238 -0.438 6.802
2 C 1.086 0.749 7.172
3 O 0.740 1.511 7.985
4 O 2.261 0.843 6.540
5 C 2.091 1.614 5.308
6 C 3.183 1.252 4.334
7 C 3.236 -0.269 4.143
8 C 3.288 -0.723 2.688
9 C 2.194 -0.124 1.775
10 B 0.687 -0.077 2.395
11 O 0.455 1.397 2.659
12 C -0.909 1.538 2.861
13 C -1.514 0.412 1.913
14 O -0.449 -0.351 1.457
15 H 0.362 -0.737 5.766
16 H -0.802 -0.211 6.972
17 H 0.574 -1.274 7.405
18 H 1.114 1.403 4.892
19 H 2.184 2.655 5.597
20 H 4.095 1.652 4.763
21 H 2.943 1.746 3.405
22 H 4.157 -0.617 4.613
23 H 2.453 -0.782 4.671
24 H 4.255 -0.403 2.291
25 H 3.284 -1.810 2.641
26 H 2.151 -0.741 0.868
27 H 2.529 0.849 1.437
28 H 0.491 -0.564 3.515
29 H -1.088 1.164 3.886
30 H -1.306 2.515 2.618
31 H -2.287 -0.142 2.448
32 H -1.989 0.991 1.114
33 N -2.814 -3.322 -2.994
34 C -2.372 -3.597 -1.764
35 C -1.892 -2.640 -0.883
36 C -1.866 -1.320 -1.300
37 C -2.319 -1.012 -2.573
38 C -2.782 -2.044 -3.374
39 H -2.407 -4.644 -1.480
40 H -1.546 -2.915 0.104
41 H -1.494 -0.547 -0.636
42 H -2.312 0.007 -2.935
43 H -3.149 -1.848 -4.377
44 N -2.863 2.891 -0.012
45 C -3.902 3.472 0.582
46 C -4.635 4.506 0.017
47 C -4.265 4.963 -1.237
48 C -3.187 4.369 -1.872
49 C -2.523 3.340 -1.219
50 H -4.154 3.084 1.564
51 H -5.472 4.940 0.548
52 H -4.810 5.769 -1.713
53 H -2.866 4.693 -2.853
54 H -1.674 2.841 -1.679
55 N 0.954 -3.494 -5.026
56 C 1.496 -3.861 -6.186
57 C 0.899 -4.749 -7.068
58 C -0.329 -5.290 -6.724
59 C -0.908 -4.922 -5.521
60 C -0.229 -4.023 -4.711
61 H 2.459 -3.415 -6.413
62 H 1.386 -5.009 -7.999
63 H -0.829 -5.988 -7.385
64 H -1.866 -5.318 -5.211
65 H -0.649 -3.709 -3.765
66 N 0.553 1.654 -2.523
67 C 1.279 0.815 -1.783
68 C 2.632 0.586 -1.988
69 C 3.265 1.268 -3.012
70 C 2.527 2.148 -3.789
71 C 1.181 2.303 -3.503
72 H 0.741 0.301 -0.991
73 H 3.170 -0.108 -1.358
74 H 4.320 1.116 -3.205
75 H 2.984 2.700 -4.600
76 H 0.565 2.981 -4.085

Forces on atoms 1 to 2 (eV/Å):
C 0.30 -0.13 -0.53
C -0.19 -2.12 -1.58

(5)
Computed, not measured: 2 unconnected molecules or ions with the total composition CHNO2 in a non-equilibrium geometry, with ωB97M-V/def2-TZVPD.

Calculated values
**HOMO-LUMO gap**: 9.3 eV
**2S+1**: 1
**Energy relative to the best compared isomer or geometry (same formula, charge and spin)**: 11.0 kcal per mole
**DFT total energy**: -243.82719 a.u.

Cartesian coordinates (Å):
1 C 3.229 -0.327 0.158
2 N -0.423 0.637 -0.260
3 O 2.768 0.681 -0.071
4 O -0.516 1.790 -0.041
5 H 0.543 0.198 0.210

Forces on atoms 1 to 2 (eV/Å):
C -0.27 0.78 -0.18
N 1.43 -1.60 0.50